1.
Molecular formula: C2H4O3S
Method: DFT, the ωB97M-V functional and the def2-TZVPD basis

Output
energy above the lowest of the compared OMol25 structures with the same formula, charge and spin	35.49	kcal per mole
energy	-702.4370	Ha
E_HOMO	-10.0	eV
frontier orbital gap	10.5	eV
SMILES	O=C1O[C@@H]1O.S
M	108.1	g mol⁻¹

Each line ends with the natural charge from an NBO analysis.
Cartesian coordinates (Å):
S -2.434 1.033 -0.562  -0.241
O 0.653 -1.330 0.860  -0.452
O 2.331 -0.947 -0.834  -0.662
O 0.602 0.931 1.465  -0.511
C 1.055 -0.714 -0.402  0.221
C 0.725 -0.026 0.824  0.733
H 2.874 -0.251 -0.350  0.488
H -3.498 1.624 -0.339  0.122
H -2.593 0.483 0.532  0.118
H 0.284 -0.803 -1.195  0.183

---

2.
Molecular formula: C44H72FO22P
Method: DFT, the ωB97M-V functional and the def2-TZVPD basis

Output
energy above the lowest of the compared OMol25 structures with the same formula, charge and spin	157.46	kcal per mole
energy	-3816.2848	Ha
E_HOMO	-9.4	eV
frontier orbital gap	9.8	eV
SMILES	CCCCCO[P@@](=O)(O)OC[C@@H](C)F.O=C1CCCO1.O=C1CCCO1.O=C1CCCO1.O=C1CCCO1.O=C1CCCO1.O=C1CCCO1.O=C1CCCO1.O=C1CCCO1.O=C1CCCO1
M	1003.0	g mol⁻¹

Each line ends with the Mulliken charge.
Cartesian coordinates (Å):
P -2.074 -2.067 1.051  0.929
F -3.113 -4.968 -1.423  -0.342
O 5.429 -6.535 2.019  -0.281
O 1.055 3.053 0.945  -0.218
O -3.292 -3.169 1.628  -0.477
O -2.824 -8.006 2.895  -0.606
O -1.659 6.525 -0.519  -0.594
O -2.071 -9.009 0.983  -0.342
O 6.683 3.778 2.163  -0.625
O -1.804 -2.394 -0.637  -0.008
O -7.929 4.039 -3.909  -0.365
O -6.693 3.209 -2.173  -0.596
O 5.567 5.331 3.417  -0.333
O 0.694 7.733 2.494  -0.676
O -2.633 -0.385 1.134  -0.536
O -5.309 -2.791 -3.505  -0.261
O 0.689 0.911 0.233  -0.643
O -6.979 -3.092 -5.038  -0.619
O 2.833 7.262 1.836  -0.247
O -0.806 -2.227 1.980  -0.621
O 4.237 4.723 -1.749  -0.541
O -3.866 5.932 -0.428  -0.333
O 6.453 -5.333 0.365  -0.616
O 4.727 2.872 -3.000  -0.381
C -4.054 -2.113 -3.495  0.155
C 0.237 1.523 2.530  -0.070
C 2.679 -3.591 -0.342  -0.267
C -7.063 6.203 -3.975  -0.631
C -5.867 -2.684 -4.746  0.371
C 7.307 -7.569 2.939  -0.507
C -6.925 4.089 -2.986  0.542
C 3.657 2.518 -0.937  0.331
C -3.065 -4.549 1.176  -0.100
C 7.776 -6.431 2.068  -0.383
C -3.639 -10.729 0.830  -0.470
C -3.916 -5.005 -0.147  0.717
C 0.243 -3.626 -1.393  -0.471
C -2.422 4.926 1.129  0.974
C 3.544 7.303 0.600  -0.502
C -6.132 5.351 -3.151  0.013
C -7.839 5.179 -4.762  -0.406
C 1.529 7.599 1.615  0.459
C 5.820 6.676 3.822  -0.171
C 0.990 3.728 2.201  -0.308
C -2.609 -9.950 0.055  -0.414
C -2.563 5.871 -0.026  0.123
C -4.662 5.122 0.435  -0.347
C -4.938 -1.957 -5.671  -0.364
C 4.462 1.475 -2.887  -0.489
C 7.318 6.824 3.796  -0.512
C 4.235 3.512 -1.899  0.237
C -0.408 -2.163 -1.040  -0.133
C -5.345 -4.234 -0.363  -0.724
C -3.704 4.135 1.049  -0.686
C 6.640 4.867 2.711  0.531
C 3.619 -4.376 0.781  -0.741
C -4.158 -9.708 1.810  -0.396
C 2.492 7.152 -0.468  -0.353
C -3.623 -2.052 -4.938  -0.598
C 1.293 7.823 0.152  0.069
C 0.022 2.928 3.032  -0.197
C 4.268 1.225 -1.414  -0.443
C 1.168 -4.260 -0.197  -0.445
C 7.722 5.903 2.672  -0.354
C 0.660 1.757 1.112  0.239
C 5.865 -7.214 3.196  -0.453
C -2.967 -8.817 1.995  0.570
C 6.515 -6.034 1.362  0.486
H -5.132 5.767 1.184  0.193
H 0.647 4.755 2.051  0.075
H -2.356 5.502 2.056  0.366
H 0.937 -3.496 -2.353  0.435
H -4.454 -10.171 2.753  0.296
H -5.592 -3.402 0.420  0.228
H 8.702 5.456 2.852  0.303
H 4.276 6.491 0.569  0.329
H -5.444 4.623 -0.145  0.361
H -0.683 0.935 2.575  0.167
H 5.322 7.352 3.119  0.034
H -4.042 3.752 2.016  0.415
H -0.575 -4.430 -1.715  0.074
H -6.214 -5.032 -0.295  0.306
H -3.567 3.281 0.375  0.300
H 4.709 -4.379 0.339  0.330
H 5.411 6.842 4.823  0.337
H -4.980 -9.122 1.390  0.233
H 5.249 -8.103 3.359  0.312
H 2.569 2.515 -1.037  -0.130
H -3.048 -9.401 -0.785  0.262
H -1.807 0.203 1.010  0.248
H 5.305 0.906 -3.290  0.351
H 0.360 7.357 -0.173  -0.147
H 2.788 7.584 -1.428  0.532
H -5.272 -0.921 -5.772  0.230
H -6.546 6.930 -4.608  0.355
H -0.448 -1.561 -2.070  0.163
H 0.184 3.038 4.108  0.473
H -2.943 -1.224 -5.150  0.362
H -5.383 -3.773 -1.458  0.097
H 7.363 -8.509 2.377  0.263
H -8.844 5.533 -5.012  0.330
H 7.744 6.461 4.739  0.262
H -3.340 -2.667 -2.879  -0.121
H 1.186 -5.448 -0.227  0.361
H -1.913 -4.614 0.868  -0.043
H -4.889 -2.446 -6.646  0.298
H 4.071 8.260 0.531  0.289
H 7.891 -7.688 3.855  0.321
H 3.209 -5.475 0.844  0.176
H -1.809 -10.593 -0.323  0.304
H -4.176 -6.160 0.007  -0.054
H 3.652 0.346 -1.204  0.205
H 2.560 -2.438 -0.056  -0.035
H 3.546 -3.817 1.829  0.203
H 5.749 -6.540 4.051  0.275
H -4.417 -11.163 0.196  0.315
H -7.741 6.754 -3.312  0.271
H 1.046 1.019 3.066  0.260
H -1.547 4.284 1.009  -0.862
H 0.794 -3.977 0.889  0.205
H -3.246 -5.306 2.055  0.240
H 7.646 7.858 3.654  0.309
H -1.005 3.244 2.811  -0.071
H 1.994 3.749 2.638  0.332
H 3.565 1.241 -3.470  0.248
H 3.952 2.746 0.090  0.307
H 3.033 -3.749 -1.446  0.319
H 8.539 -6.758 1.358  0.287
H 8.136 -5.586 2.661  0.255
H 7.698 6.409 1.703  0.253
H 0.219 -1.500 -0.307  0.057
H -3.116 -2.985 -5.213  0.294
H -5.207 5.124 -3.687  0.271
H 5.242 1.078 -0.931  0.270
H -3.152 -11.547 1.375  0.264
H -7.326 4.887 -5.684  0.242
H 2.276 6.088 -0.629  -0.044
H -5.918 5.811 -2.184  -0.022
H -4.197 -1.117 -3.063  0.163
H 1.280 8.898 -0.048  0.359

---

3.
Molecular formula: C6H8Cl2NO
Method: DFT, the ωB97M-V functional and the def2-TZVPD basis

Output
spin multiplicity	3
energy	-1283.3330	Ha
E_HOMO (spin up / spin down)	-9.9 / -13.7	eV
frontier orbital gap (spin up / spin down)	6.6 / 6.9	eV
net charge	+1
expectation value of S²	2.02
M	181.0	g mol⁻¹

Each line ends with the Mulliken spin population.
Cartesian coordinates (Å):
Cl -0.411 -3.164 0.063  0.165
Cl -3.446 1.172 -0.017  0.024
O 1.975 1.221 -0.617  0.000
N 1.134 0.196 1.194  0.032
C -1.561 -0.759 0.342  0.556
C -1.808 0.676 0.068  0.006
C 0.560 -0.856 -0.951  0.026
C -0.807 1.489 -0.162  0.457
C 0.908 0.540 -0.185  -0.046
C -0.551 -1.502 -0.157  0.646
H 2.168 1.232 -1.562  0.002
H 1.488 -0.700 1.489  0.008
H 0.171 0.311 1.553  0.005
H 1.841 0.922 1.608  0.005
H -2.337 -1.212 0.970  0.034
H 0.136 -0.463 -1.933  0.045
H 1.422 -1.518 -1.154  0.004
H -0.881 2.414 -0.549  0.030

---

4.
Molecular formula: C3H7N3
Method: DFT, the ωB97M-V functional and the def2-TZVPD basis

Output
energy above the lowest of the compared OMol25 structures with the same formula, charge and spin	3.44	kcal per mole
energy	-282.7688	Ha
E_HOMO	-9.1	eV
frontier orbital gap	10.0	eV
SMILES	[H]/N=C(N)\N=C\C
M	85.1	g mol⁻¹

Each line ends with the natural charge from an NBO analysis.
Cartesian coordinates (Å):
N 0.125 1.722 -1.252  -0.825
N -1.277 2.160 0.503  -0.732
N 0.052 0.218 0.558  -0.469
C -0.410 1.398 -0.030  0.540
C 0.525 -2.130 0.617  -0.669
C 0.058 -0.886 -0.048  0.178
H -0.062 2.669 -1.537  0.400
H -0.312 -1.009 -1.067  0.159
H 1.064 1.403 -1.436  0.381
H -0.321 -2.792 0.786  0.232
H 1.226 -2.651 -0.038  0.223
H -1.664 1.797 1.371  0.348
H 0.998 -1.900 1.571  0.233

---

5.
Molecular formula: C6H13O3Rh
Method: DFT, the ωB97M-V functional and the def2-TZVPD basis

Output
spin multiplicity	5
energy above the lowest of the compared OMol25 structures with the same formula, charge and spin	23.98	kcal per mole
energy	-571.7726	Ha
E_HOMO (spin up / spin down)	-17.8 / -19.2	eV
frontier orbital gap (spin up / spin down)	9.2 / 6.6	eV
net charge	+2
expectation value of S²	6.01
M	236.1	g mol⁻¹

Each line ends with the Mulliken spin population.
Cartesian coordinates (Å):
Rh 0.947 0.835 0.854  2.851
O 1.838 -0.473 -0.378  0.108
O -1.092 0.346 1.524  0.089
O -0.893 0.795 -1.439  0.451
C -1.903 1.244 -0.582  0.055
C -2.152 0.297 0.572  0.012
C 0.427 1.284 -1.143  0.292
C 1.440 0.258 -1.581  0.009
C -1.143 -0.710 2.469  0.012
C 2.784 -1.508 -0.563  0.015
H -2.844 1.309 -1.154  0.014
H -1.682 2.259 -0.202  -0.006
H -3.087 0.582 1.080  0.009
H -2.256 -0.735 0.195  -0.002
H -2.136 -0.744 2.942  0.009
H 1.040 -0.479 -2.296  0.009
H -0.376 -0.512 3.227  0.001
H 0.577 2.227 -1.688  0.047
H 3.044 -1.904 0.424  0.001
H -0.915 -1.666 1.976  -0.002
H 3.686 -1.117 -1.056  0.008
H 2.349 -2.308 -1.179  0.008
H 2.346 0.720 -2.003  0.010

---

6.
Molecular formula: C7H5Cl
Method: DFT, the ωB97M-V functional and the def2-TZVPD basis

Output
energy above the lowest of the compared OMol25 structures with the same formula, charge and spin	32.56	kcal per mole
energy	-729.7038	Ha
E_HOMO	-8.3	eV
frontier orbital gap	9.2	eV
SMILES	Cl[C@H]1[C@]23C=C[C@]12C=C3
M	124.6	g mol⁻¹

Each line ends with the natural charge from an NBO analysis.
Cartesian coordinates (Å):
Cl 2.725 -0.131 0.098  0.015
C 0.064 0.013 0.906  -0.119
C -1.247 -0.702 0.742  -0.177
C -1.185 -0.926 -0.599  -0.234
C 0.153 -0.232 -0.800  -0.067
C 0.301 1.374 -0.779  -0.203
C 1.193 -0.896 -0.008  -0.165
C 0.065 1.461 0.514  -0.193
H -0.259 2.150 1.316  0.221
H -1.659 -1.426 -1.437  0.223
H 0.610 2.001 -1.645  0.231
H -2.015 -0.733 1.580  0.221
H 1.256 -1.954 0.110  0.247